Below is a cluster of 7 separate species, C26H37F18NO15PS in total at a distorted geometry, with properties calculated with ωB97M-V with the def2-TZVPD basis set.

Calculated values
* HOMO: -3.8 eV
* LUMO: 1.7 eV
* electronic energy: -4733.5981 a.u.
* Kohn-Sham gap: 0.2041 Ha
* max |F|: 1.37 eV Å⁻¹

ORCA input file:
```
! wB97M-V def2-TZVPD RIJCOSX def2/J DEFGRID3
* xyz -1 1
H -2.37632 5.12810 1.74721
C 4.13808 -4.66814 0.12662
O 3.13460 -5.12992 0.85372
H 2.50511 -0.26960 4.78510
F -3.35248 -1.76709 6.40037
N -5.40579 0.37081 -1.20419
H -1.82412 -1.60874 -5.51716
C -2.87882 -2.68158 5.54248
C 2.25807 -0.69524 -4.91975
H -6.81079 -3.92937 4.52335
F -0.88474 1.42079 -0.36667
F 3.85910 -2.63380 1.33272
H 1.79117 2.65113 -3.05212
C 5.58256 6.56116 -3.33875
O 4.95389 -5.30966 -0.45917
C -2.13693 4.59248 2.66481
H -3.15943 0.29919 -0.54296
O 4.26682 4.86447 -2.42429
C 1.04511 -1.14832 -5.74787
H 3.77676 0.11182 2.02087
C -1.99005 -0.67954 -6.05990
F -2.34073 -3.67705 6.25121
H -3.40257 -2.11611 -1.26785
H -5.47365 -2.42652 -0.18983
F 6.52672 5.63483 -3.55604
H 3.49839 2.54008 -3.49169
C -0.80684 -0.34310 -6.94282
H -0.60446 -1.13089 -7.66662
H 3.18940 -7.00576 -0.04206
F 5.60824 7.43025 -4.34796
H 3.80110 -8.20149 2.08497
H 2.86607 -1.31831 2.52820
F 3.84108 4.05593 3.76827
C 4.08295 -3.13302 0.10219
O 3.55078 1.46838 4.30914
O -4.36270 0.06858 -2.18352
O 3.21394 6.36746 -3.72828
P -6.49972 -0.81973 -1.17121
F -0.11778 2.80848 -1.82519
C -0.28507 3.59326 0.40086
F -1.90581 -2.11080 4.81646
C 3.01939 -6.56320 0.93742
F 3.31788 3.90282 5.86828
H -0.47346 3.58327 3.58119
H -2.25902 -1.73860 -2.56747
H 4.99980 -6.96071 1.70096
O -6.19341 -1.84968 0.10148
O 0.37461 -0.08662 -6.15570
H 3.19657 3.60915 -1.24829
O -0.49336 3.12560 1.61464
C 4.18994 5.92217 -3.20872
H 0.00212 4.92011 2.54587
C 2.47268 2.22162 4.42562
H 1.98533 -6.75247 1.21349
O 0.79207 -2.29120 -5.97496
O 1.33790 1.85661 4.40608
H -1.79364 -1.57015 -0.88115
H -7.81717 -3.15821 3.28799
O -6.23733 -1.75403 -2.47432
F 1.22174 1.93265 -0.35542
H -2.88991 -0.78926 -6.66286
H -7.03488 -2.27915 -2.61705
C 2.87324 3.69204 4.61899
F 1.80990 4.46522 4.40589
C -5.77080 -2.52878 3.24604
F 5.89314 7.21762 -2.20866
H -5.98361 -1.61479 2.70092
H 2.48058 3.77554 -4.21795
H -2.44210 0.59627 -2.11033
F 3.09428 -2.71869 -0.69918
C -2.60597 -1.46068 -1.58829
O -4.70021 -2.20420 4.16926
C -3.98757 -3.21248 4.61818
C -7.00110 -2.99742 3.98982
H -2.29668 5.26272 3.50851
O -0.25364 4.73728 0.06148
F 5.22497 -2.62073 -0.35026
H 2.22840 4.88214 -1.97442
H -0.98993 0.57671 -7.49293
H -5.43121 -3.26695 2.52484
F 1.90670 0.27332 -4.06742
H 3.79171 -6.65129 2.94329
S -8.36959 -0.29960 -1.01595
C 2.67405 3.22660 -3.29650
F 2.76363 -1.71354 -4.22697
H -2.15611 0.10642 -5.32388
H -7.30802 -2.25230 4.72442
C -0.70546 4.10085 2.65514
H 4.21714 -0.44201 4.42531
C -3.12640 -0.03859 -1.56371
O -4.11863 -4.37054 4.35598
F 3.22563 -0.21736 -5.72364
C 2.98204 -0.25053 2.67305
H 2.05701 0.23744 2.36554
C 3.02647 4.16623 -2.16593
C -0.02539 2.41825 -0.55270
C 3.30122 0.05823 4.11925
H -2.82694 3.75298 2.74451
C 3.96022 -7.12955 1.97848
*
```

Below is a cluster of 3 separate species, C26H37F9NO6 in total at a distorted geometry, with properties calculated with ωB97M-V with the def2-TZVPD basis set.

Calculated values
* ⟨S²⟩: 1.7583
* HOMO (spin up / spin down): -8.2 / -8.6 eV
* LUMO (spin up / spin down): 0.1 / 0.0 eV
* electronic energy: -2417.6443 a.u.
* Kohn-Sham gap (spin up / spin down): 0.3080 / 0.3188 Ha
* max |F|: 2.90 eV Å⁻¹

ORCA input file:
```
! wB97M-V def2-TZVPD RIJCOSX def2/J DEFGRID3
* xyz 0 2
H 1.83966 5.29970 2.31048
H -2.97038 -2.38123 -2.67724
C -4.43682 0.16258 -0.07039
H 1.36819 -0.11111 -1.94884
O -1.82662 0.93018 1.28989
H 0.91535 -1.13066 0.81711
C 1.64153 1.93246 -2.08604
C -0.82726 -2.05141 -2.48735
H -0.34376 1.77989 -0.56112
F -3.96922 1.35895 -0.46398
H 6.37406 -2.12668 3.19543
C 1.85230 -2.74298 -0.87930
C -3.25478 -0.73753 0.43457
H -5.05191 -3.05935 -1.27036
C 6.00904 -1.17526 2.81235
C -0.21168 5.77606 2.91754
C 4.79681 -0.63265 3.56311
H -2.20574 -0.50945 -1.94730
H -2.18541 -1.77850 -4.09707
H 4.09893 -1.44430 3.78241
H -0.09849 -2.24511 -4.51356
H 2.44145 -2.49121 -0.00702
H 1.17933 -3.85459 1.27217
C 0.88841 4.80499 2.51027
H 0.70666 -0.97630 -3.65707
F -5.30371 0.37008 0.93284
H -2.31349 5.71857 2.25454
H 6.24643 -1.15570 0.63454
H 4.64350 1.31143 2.60058
C 1.45197 0.71829 -1.25459
H -1.75504 4.27761 3.11099
F 2.87198 2.46909 -2.14986
H -1.47219 3.51769 0.85670
F -0.03781 3.62133 -2.47807
C 0.30162 -1.97305 -3.54772
C 0.01471 -1.51859 0.36586
C 4.19544 0.31472 2.53478
C -6.22266 -1.58877 -0.83998
H 0.39700 -4.90263 0.06503
H -0.56458 -3.93356 1.16551
F -4.48183 -0.77013 -2.27704
C 0.61737 2.53466 -2.87894
O 4.50386 -0.23548 1.24943
H -0.08682 6.72746 2.39552
H -0.61915 -1.83499 1.18775
H -0.22375 5.97478 3.98809
F -3.19802 -1.88121 -0.26437
H 3.11329 0.41597 2.63255
F -6.06163 0.57771 -1.66454
O -1.55265 -3.82250 -1.15587
H 1.04853 4.04187 3.28048
N -0.54603 -3.11925 -1.50448
C 5.47235 -1.27891 1.39211
O -7.42353 -1.38578 -0.75347
H 2.03633 -2.01562 -1.65356
H -1.04219 5.13935 0.27648
C -0.95268 4.44089 1.11581
H 5.04487 -0.13605 4.49948
C 0.34507 -3.96104 0.58735
O -5.66323 -2.79076 -0.57638
F -3.51981 -1.08004 1.70943
H -0.70500 0.09338 -2.49868
H 1.07406 -2.69930 -3.34399
C -1.89729 0.02240 0.47591
F 0.26886 2.15129 -4.10533
C -1.45999 5.06052 2.40870
H 0.55554 0.94753 0.64850
H 4.97364 -2.24072 1.22569
C -2.07694 -2.47278 -3.27057
C -0.71227 -0.37209 -0.40429
H 2.15844 -3.73571 -1.18257
C 0.39149 -2.79505 -0.41227
C -5.27453 -0.42195 -1.23680
O 0.43583 4.15770 1.31927
C -1.14001 -0.66571 -1.86533
H 2.34068 0.63975 -0.64111
C 0.20853 0.86910 -0.37135
H -1.96217 -3.46827 -3.67520
H 6.82801 -0.45394 2.85378
*
```

Below is an isolated molecule of C26H37N5O2, with properties calculated with ωB97M-V with the def2-TZVPD basis set.

Calculated values
* HOMO: -7.7 eV
* LUMO: 0.8 eV
* electronic energy: -1437.2328 a.u.
* Kohn-Sham gap: 0.3112 Ha
* max |F|: 0.62 eV Å⁻¹

ORCA input file:
```
! wB97M-V def2-TZVPD RIJCOSX def2/J DEFGRID3
* xyz 0 1
H 1.89087 0.73535 -0.92833
H 3.53897 -2.14589 0.59386
C 2.72353 -3.96107 1.30866
H 1.07124 -2.19101 2.38617
C -0.62954 -1.36755 0.43262
H -0.32456 4.30810 -4.56111
H -4.95504 3.48130 3.60603
C 2.78068 0.36352 -0.43936
C 2.78787 0.37638 1.06730
C 0.71658 -2.08120 0.27400
C 3.80207 -0.03175 -1.17707
C -3.16938 2.82507 0.80743
N 0.66183 2.80138 -3.42551
C -5.72509 2.88525 3.12276
C -0.51486 -4.23587 -0.49128
H 4.31178 -5.23759 2.16785
H -1.79019 3.14880 -1.89541
C 0.48638 0.27610 1.93770
C 2.00996 3.13024 -3.84150
H -0.01851 -0.18885 2.79225
C 3.38192 -5.10240 1.64928
H 3.75980 0.01281 1.41473
C -0.44256 0.12707 0.70696
C 1.54257 -4.36954 0.63836
N 2.66294 -6.19768 1.21801
H 2.69684 1.41727 1.40084
H 0.64890 1.33036 2.17840
C 1.52483 -5.77405 0.59174
C 0.46038 -6.42763 -0.01872
H 1.22329 3.14302 -1.47356
H -1.29499 2.88021 -4.13418
H -5.72482 1.89151 3.56522
O -2.63141 0.13622 1.61135
C -1.77479 0.77696 1.01909
N -4.19238 2.16345 1.35279
C -0.30235 3.21542 -4.42461
C -0.53717 -5.63565 -0.55146
H -6.25465 2.22047 1.13732
H -6.69096 3.34848 3.30447
C -5.46131 2.79823 1.62349
C 2.97225 -2.50011 1.45819
H -1.33937 -3.69372 -0.92807
C -0.87875 2.69960 -1.50147
H 3.53873 -2.27425 2.36317
N -1.94599 2.08622 0.65617
H 3.77066 -0.00846 -2.25360
H -5.42647 3.79649 1.18173
H 4.71858 -0.39155 -0.73653
O -3.21810 3.97598 0.42665
C 0.36148 3.35322 -2.11486
H 2.20911 2.65516 -4.80095
C 0.53274 -3.57078 0.11171
H -1.08471 3.90890 0.26008
H 1.22916 -1.69388 -0.61667
H 0.40930 -7.50486 -0.07590
H -1.37825 -6.11241 -1.03393
H 0.02347 0.58152 -0.16263
H 2.93969 -7.15491 1.35087
C -0.88612 2.86135 0.02069
H -1.22575 -1.49029 -0.47366
H -1.18341 -1.81601 1.26005
C 1.60914 -1.78974 1.51374
H 0.07711 2.59170 0.45237
N 1.76092 -0.36745 1.77530
H 2.71804 2.74259 -3.10967
H -4.02873 1.21315 1.67738
H -0.88036 1.64259 -1.77549
H 0.23161 4.44900 -2.14712
H -0.04730 2.75140 -5.37615
H 2.17265 4.21429 -3.94795
*
```